{"formula": "C20H22N2O4S2", "method": "ωB97M-V with the def2-TZVPD basis set", "elements": ["C", "C", "O", "C", "C", "C", "C", "C", "C", "N", "C", "N", "C", "C", "C", "S", "S", "O", "O", "C", "C", "C", "C", "C", "C", "O", "C", "C", "H", "H", "H", "H", "H", "H", "H", "H", "H", "H", "H", "H", "H", "H", "H", "H", "H", "H", "H", "H", "H", "H"], "positions_angstrom": [[0.0720, 3.2245, 1.9663], [-0.8918, 2.7374, 0.8906], [-0.9961, 1.3245, 0.8442], [-1.5454, 0.6519, 1.8945], [-2.3605, 1.2122, 2.8680], [-2.9047, 0.4214, 3.8665], [-2.6357, -0.9323, 3.9106], [-1.8146, -1.5048, 2.9526], [-1.2810, -0.7276, 1.9398], [-0.4235, -1.2431, 0.9359], [-0.6298, -2.4682, 0.3370], [-1.3480, -3.3560, 0.8507], [-1.6927, -4.6198, 0.2766], [-1.3717, -4.8010, -1.2071], [0.0505, -4.3547, -1.4937], [0.1879, -2.5467, -1.2531], [1.1568, -0.6076, 0.9341], [2.0776, -1.6984, 0.8175], [1.2988, 0.2260, 2.0876], [1.3394, 0.4265, -0.5275], [0.3672, 0.5864, -1.4942], [0.6209, 1.4263, -2.5629], [1.8378, 2.1009, -2.6736], [2.0268, 2.9940, -3.8539], [3.4136, 3.5356, -4.0858], [1.1036, 3.2631, -4.5870], [2.8067, 1.9222, -1.6868], [2.5516, 1.0861, -0.6148], [0.3150, 4.2699, 1.7964], [0.9785, 2.6258, 1.9307], [-0.3587, 3.1164, 2.9580], [-0.5111, 2.9983, -0.1015], [-1.8834, 3.1930, 1.0088], [-2.5864, 2.2666, 2.8503], [-3.5386, 0.8759, 4.6131], [-3.0510, -1.5459, 4.6948], [-1.5898, -2.5571, 2.9739], [-1.1685, -5.3807, 0.8677], [-2.7654, -4.7542, 0.4523], [-2.0601, -4.2097, -1.8142], [-1.4917, -5.8529, -1.4719], [0.7677, -4.8310, -0.8247], [0.3377, -4.5380, -2.5277], [-0.5782, 0.0780, -1.4062], [-0.1193, 1.5787, -3.3344], [3.4316, 4.0839, -5.0242], [3.6864, 4.2103, -3.2770], [4.1362, 2.7241, -4.1222], [3.7533, 2.4359, -1.7402], [3.2801, 0.9339, 0.1662]], "forces_ev_per_angstrom": [[-0.183, -0.266, -0.170], [0.133, 0.456, 0.045], [-0.373, -0.348, 0.337], [-0.260, -0.178, 0.001], [0.093, 0.189, -0.203], [0.013, -0.084, 0.009], [-0.042, 0.045, 0.051], [0.099, -0.023, 0.034], [-0.389, 0.634, 0.332], [1.011, 1.185, 0.293], [0.114, -1.350, -1.333], [0.077, 0.540, 0.631], [-0.122, -0.260, -0.432], [0.011, 0.028, 0.211], [-0.033, 0.455, 0.110], [-0.414, -0.745, -0.367], [0.693, -0.184, 0.210], [-0.056, 0.045, -0.105], [-0.327, 0.123, -0.074], [-0.142, -0.246, 0.377], [-0.094, 0.057, -0.136], [0.116, 0.019, -0.003], [-0.334, -0.303, 0.298], [0.260, 0.144, -0.062], [-0.144, 0.128, -0.274], [-0.002, -0.023, -0.006], [-0.175, 0.021, -0.177], [0.094, -0.099, 0.198], [0.000, 0.124, 0.001], [0.093, 0.060, -0.006], [0.020, 0.034, 0.111], [-0.106, 0.011, 0.111], [0.084, -0.076, -0.093], [0.021, 0.106, -0.038], [-0.053, 0.042, 0.057], [-0.034, -0.063, 0.063], [0.017, 0.024, 0.042], [-0.119, -0.014, -0.064], [0.127, -0.161, -0.042], [-0.004, -0.072, -0.036], [-0.054, -0.021, -0.015], [0.018, -0.091, -0.077], [0.057, 0.023, 0.037], [-0.100, 0.019, -0.006], [-0.054, 0.003, -0.029], [-0.021, -0.003, 0.010], [0.091, 0.033, 0.101], [0.115, -0.049, 0.051], [0.100, 0.037, -0.014], [0.179, 0.074, 0.039]], "lowdin_charge": [-0.05, -0.22, -0.09, -0.21, -0.01, -0.08, -0.08, -0.01, -0.17, -0.12, -0.61, 0.06, -0.23, -0.25, -0.43, 1.01, 0.69, -0.29, -0.24, -0.27, -0.10, 0.01, -0.14, -0.40, -0.02, 0.09, -0.01, -0.04, 0.08, 0.06, 0.07, 0.12, 0.12, 0.11, 0.10, 0.10, 0.10, 0.12, 0.12, 0.11, 0.11, 0.09, 0.07, 0.09, 0.12, 0.09, 0.09, 0.09, 0.11, 0.12], "e_above_lowest_kj_mol": 229.7, "lumo_energy_ha": -0.0053, "orbital_gap_ev": 8.3, "smiles": "CCOc1ccccc1N(C1=NCCCS1)S(=O)(=O)c1ccc(C(C)=O)cc1", "homo_ev": -8.45}

=====

{"formula": "C20H22N2O5S", "method": "ωB97M-V with the def2-TZVPD basis set", "elements": ["O", "C", "N", "C", "C", "C", "C", "C", "C", "C", "C", "C", "O", "O", "C", "C", "O", "N", "C", "C", "O", "C", "C", "C", "C", "C", "C", "S", "H", "H", "H", "H", "H", "H", "H", "H", "H", "H", "H", "H", "H", "H", "H", "H", "H", "H", "H", "H", "H", "H"], "positions_angstrom": [[-2.9587, 0.1305, 2.0729], [-2.8271, 0.7608, 1.0414], [-1.6168, 0.9927, 0.4703], [-0.4273, 0.3394, 0.9402], [-0.1078, -0.9093, 0.0752], [-1.3217, -1.7938, 0.0459], [-2.2850, -1.6243, -0.9402], [-3.4518, -2.3669, -0.9170], [-3.6661, -3.2883, 0.0927], [-2.7066, -3.4689, 1.0741], [-1.5428, -2.7228, 1.0531], [0.7421, 1.3032, 0.8760], [0.7655, 2.2857, 0.1759], [1.7433, 0.8991, 1.6477], [2.9005, 1.7288, 1.7720], [4.1736, 0.9860, 1.3397], [4.9350, 0.5511, 2.1804], [4.4152, 0.8707, 0.0196], [3.5970, 1.2997, -1.0928], [3.2035, 0.0661, -1.9174], [4.3399, -0.6320, -2.3645], [5.1344, -1.0553, -1.2787], [5.5853, 0.1345, -0.4272], [-3.9766, 1.3258, 0.3238], [-5.2744, 1.2966, 0.7548], [-6.1736, 1.8748, -0.1609], [-5.5540, 2.3306, -1.2818], [-3.8606, 2.0659, -1.2416], [-1.5298, 1.5602, -0.3592], [-0.6087, 0.0231, 1.9726], [0.1459, -0.5808, -0.9358], [0.7457, -1.4266, 0.5151], [-2.1235, -0.9035, -1.7302], [-4.1975, -2.2191, -1.6847], [-4.5804, -3.8623, 0.1165], [-2.8707, -4.1853, 1.8650], [-0.8031, -2.8546, 1.8292], [3.0144, 1.9441, 2.8383], [2.7549, 2.6598, 1.2161], [4.1969, 1.9676, -1.7229], [2.7054, 1.8314, -0.7716], [2.5755, -0.5967, -1.3018], [2.6526, 0.3627, -2.8111], [4.5677, -1.7591, -0.6504], [5.9945, -1.5680, -1.7107], [6.2135, 0.8003, -1.0282], [6.1359, -0.2007, 0.4518], [-5.5512, 0.8693, 1.7011], [-7.2335, 1.9478, 0.0039], [-5.9888, 2.8098, -2.1368]], "forces_ev_per_angstrom": [[-0.063, -0.052, 0.100], [0.150, -0.031, 0.190], [0.366, 0.228, -0.096], [0.096, -0.106, 0.018], [-0.175, 0.080, 0.276], [0.146, -0.088, -0.125], [0.081, -0.090, -0.015], [-0.103, 0.026, -0.066], [-0.080, -0.042, 0.009], [-0.013, -0.054, 0.082], [0.019, 0.004, -0.092], [-0.466, 0.184, -0.187], [-0.069, -0.018, 0.025], [0.163, -0.413, 0.181], [0.374, 0.407, 0.131], [-0.440, 0.230, 0.147], [0.084, -0.065, 0.405], [0.237, -0.091, -0.345], [-0.289, -0.184, -0.304], [-0.114, 0.361, 0.073], [0.021, -0.034, -0.178], [0.265, 0.127, 0.231], [0.099, -0.407, -0.019], [-0.543, 0.251, -0.429], [0.531, -0.071, 0.058], [-0.062, 0.102, -0.196], [0.321, 0.003, -0.076], [-0.400, -0.148, 0.377], [-0.008, 0.014, 0.109], [0.092, 0.083, -0.161], [0.062, -0.014, 0.007], [0.064, -0.009, -0.082], [0.026, 0.061, -0.072], [-0.058, 0.006, -0.061], [-0.068, -0.055, -0.001], [-0.014, -0.063, 0.068], [0.094, -0.013, 0.106], [0.015, -0.066, -0.253], [0.011, -0.165, 0.090], [-0.090, -0.012, 0.020], [0.059, 0.015, 0.037], [0.008, 0.061, -0.037], [-0.042, 0.002, 0.079], [0.059, 0.036, -0.034], [-0.029, -0.008, 0.091], [0.001, -0.042, 0.030], [-0.012, 0.046, -0.137], [0.006, -0.105, 0.180], [-0.177, 0.025, -0.005], [-0.133, 0.097, -0.150]], "lowdin_charge": [0.08, -0.51, 0.10, -0.19, -0.07, -0.24, -0.06, -0.08, -0.08, -0.07, -0.04, -0.44, 0.11, 0.05, -0.04, -0.42, 0.07, -0.04, -0.10, -0.18, -0.12, -0.18, -0.10, -0.43, -0.10, -0.17, -0.40, 1.05, 0.11, 0.17, 0.12, 0.13, 0.11, 0.10, 0.10, 0.10, 0.12, 0.14, 0.13, 0.14, 0.10, 0.12, 0.13, 0.13, 0.13, 0.14, 0.12, 0.12, 0.10, 0.06], "e_above_lowest_kj_mol": 52.5, "lumo_energy_ha": 0.0154, "orbital_gap_ev": 9.6, "smiles": "O=C(N[C@@H](Cc1ccccc1)C(=O)OCC(=O)N1CCOCC1)c1cccs1", "homo_ev": -9.16}

=====

{"formula": "C20H22N2O6S", "method": "ωB97M-V with the def2-TZVPD basis set", "elements": ["O", "C", "N", "C", "C", "C", "C", "C", "C", "C", "O", "C", "O", "C", "C", "C", "C", "S", "O", "O", "N", "C", "C", "C", "C", "C", "O", "C", "C", "H", "H", "H", "H", "H", "H", "H", "H", "H", "H", "H", "H", "H", "H", "H", "H", "H", "H", "H", "H", "H", "H"], "positions_angstrom": [[2.6337, -1.6619, 2.1528], [2.2590, -1.2424, 1.0760], [2.9344, -1.4617, -0.0749], [4.2374, -2.0964, -0.0980], [5.3267, -1.0843, -0.3483], [6.0283, -1.0687, -1.5421], [7.0205, -0.1238, -1.8003], [7.2684, 0.8036, -0.8195], [6.5586, 0.7995, 0.3847], [5.5857, -0.1313, 0.6439], [7.0034, 1.8232, 1.1753], [8.0196, 2.4696, 0.4402], [8.1740, 1.8294, -0.8090], [0.9763, -0.4835, 0.9221], [0.7984, 0.5161, -0.0320], [-0.4091, 1.1879, -0.1103], [-1.4260, 0.8639, 0.7663], [-2.9954, 1.7063, 0.6028], [-2.7727, 3.0340, 0.1157], [-3.7475, 1.5184, 1.8122], [-3.6501, 0.8184, -0.6631], [-4.5015, -0.2863, -0.2815], [-5.9322, 0.1786, 0.0336], [-6.8608, -0.9884, 0.4187], [-8.0863, -0.7764, -0.4717], [-7.4693, -0.0537, -1.6672], [-6.4962, 0.8063, -1.1129], [-1.2579, -0.1040, 1.7368], [-0.0510, -0.7755, 1.8161], [2.5991, -1.0650, -0.9373], [4.2470, -2.8721, -0.8684], [4.3663, -2.5573, 0.8851], [5.8124, -1.8122, -2.2947], [7.5700, -0.1178, -2.7262], [5.0435, -0.1371, 1.5748], [8.9680, 2.4207, 0.9989], [7.7465, 3.5251, 0.2821], [1.6049, 0.7980, -0.6936], [-0.5771, 1.9743, -0.8283], [-4.1156, 1.4299, -1.3207], [-4.5153, -1.0070, -1.1059], [-4.0604, -0.7515, 0.6004], [-5.8714, 0.9391, 0.8196], [-7.1049, -0.9745, 1.4776], [-6.3788, -1.9389, 0.1846], [-8.5772, -1.7055, -0.7509], [-8.8066, -0.1238, 0.0212], [-8.1755, 0.5627, -2.2244], [-7.0010, -0.7742, -2.3548], [-2.0645, -0.3007, 2.4252], [0.1219, -1.5289, 2.5695]], "forces_ev_per_angstrom": [[0.032, -0.036, 0.330], [-0.117, -0.033, -0.276], [0.017, -0.021, -0.287], [0.135, 0.001, 0.104], [0.038, -0.151, -0.190], [-0.156, -0.131, 0.172], [0.259, 0.400, 0.139], [-0.349, -0.173, 0.333], [0.144, -0.143, -0.493], [0.261, 0.291, 0.047], [-0.352, -0.333, 0.093], [0.681, 1.002, 0.386], [-0.088, -0.314, -0.345], [-0.260, 0.143, 0.206], [-0.091, -0.083, 0.086], [0.056, 0.107, -0.108], [-0.406, 0.240, 0.086], [0.049, -0.307, -0.510], [0.111, -0.073, -0.237], [0.193, -0.272, -0.039], [0.398, 0.744, 0.505], [-0.556, -0.115, 0.186], [0.358, -0.221, 0.442], [0.050, 0.185, -0.122], [0.144, 0.151, -0.137], [-0.298, -0.253, -0.135], [0.162, 0.201, -0.033], [-0.084, -0.012, 0.099], [0.179, -0.013, -0.115], [-0.075, -0.017, 0.115], [0.038, 0.034, 0.106], [-0.022, -0.047, -0.200], [-0.048, -0.107, -0.069], [0.079, 0.006, -0.134], [-0.099, 0.002, 0.184], [-0.232, -0.076, -0.133], [-0.007, -0.278, -0.002], [0.058, 0.031, -0.057], [0.085, 0.093, -0.133], [0.033, 0.301, -0.085], [-0.002, -0.024, 0.121], [-0.108, -0.236, -0.036], [-0.063, -0.149, -0.117], [0.037, -0.059, 0.046], [0.009, -0.073, 0.032], [-0.067, -0.028, 0.005], [-0.049, -0.009, -0.016], [0.037, -0.078, -0.021], [-0.072, 0.050, 0.016], [-0.051, -0.082, 0.118], [0.006, -0.034, 0.069]], "lowdin_charge": [0.07, -0.46, 0.08, -0.13, -0.21, -0.05, 0.01, -0.21, -0.19, 0.06, 0.04, -0.16, 0.04, -0.12, -0.01, -0.04, -0.27, 0.66, -0.28, -0.29, -0.12, -0.19, -0.32, -0.12, -0.15, -0.20, -0.11, -0.04, 0.01, 0.13, 0.12, 0.13, 0.11, 0.12, 0.13, 0.14, 0.14, 0.11, 0.12, 0.11, 0.13, 0.12, 0.14, 0.12, 0.11, 0.11, 0.11, 0.12, 0.12, 0.11, 0.12], "e_above_lowest_kj_mol": 165.0, "lumo_energy_ha": 0.0093, "orbital_gap_ev": 8.5, "smiles": "O=C(NCc1ccc2c(c1)OCO2)c1ccc(S(=O)(=O)NC[C@@H]2CCCO2)cc1", "homo_ev": -8.27}

=====

{"formula": "C20H23AgO18", "method": "ωB97M-V with the def2-TZVPD basis set", "elements": ["Ag", "C", "C", "O", "O", "H", "H", "H", "C", "C", "C", "O", "C", "C", "C", "O", "O", "O", "H", "H", "H", "H", "C", "C", "C", "O", "C", "C", "C", "O", "O", "O", "H", "H", "H", "H", "C", "C", "C", "O", "C", "C", "C", "O", "O", "O", "H", "H", "H", "H", "O", "H", "H", "O", "H", "H", "O", "H", "H", "O", "H", "H"], "positions_angstrom": [[5.1513, 0.7064, -1.0313], [1.1947, 1.9647, -0.0256], [2.4071, 1.2414, -0.4021], [3.3081, 1.0915, 0.4288], [2.5797, 0.7960, -1.5390], [0.8466, 1.5745, 0.9308], [0.4257, 1.8810, -0.7936], [1.3672, 3.0153, 0.2083], [-1.8346, -3.3630, 1.6478], [-0.8859, -2.7101, 2.3192], [-0.3258, -1.4807, 1.8778], [0.5884, -0.9170, 2.4678], [-0.7653, -0.9607, 0.6080], [-1.8169, -1.5641, -0.0747], [-2.4406, -2.8586, 0.3992], [-3.3853, -3.4166, -0.0887], [-2.3990, -0.9443, -1.1797], [-0.4922, -3.1766, 3.5346], [-2.2446, -4.2994, 1.9963], [-0.4002, -0.0242, 0.2129], [-3.2074, -1.3427, -1.5103], [-0.1484, -2.3790, 3.9437], [-3.3501, 2.0163, -0.3996], [-2.4851, 2.9954, -0.8165], [-1.6429, 3.8216, 0.1660], [-0.9137, 4.8217, -0.0815], [-1.7706, 3.3418, 1.5393], [-2.5033, 2.2560, 1.9290], [-3.4065, 1.5519, 0.9776], [-4.1453, 0.5647, 1.2432], [-2.5650, 1.8255, 3.2440], [-2.2526, 3.4061, -2.1440], [-4.0804, 1.4921, -0.9981], [-1.1698, 3.8521, 2.2775], [-3.0806, 1.0209, 3.3361], [-1.7324, 4.2129, -2.1535], [-0.6692, -2.6587, -3.2574], [0.3897, -2.1425, -2.5590], [1.4327, -3.0611, -1.8146], [2.4681, -2.5954, -1.4103], [1.0449, -4.4789, -1.8510], [-0.0269, -4.9043, -2.5471], [-1.0100, -4.0887, -3.3375], [-1.9190, -4.5657, -4.0252], [-0.2168, -6.2881, -2.6562], [0.4755, -0.8032, -2.4895], [-1.2866, -1.9208, -3.7481], [1.6508, -5.2176, -1.3475], [-0.7455, -6.4614, -3.4385], [1.2349, -0.5296, -1.9698], [2.8550, 2.0758, 2.9638], [2.8286, 1.5821, 2.1442], [3.4050, 2.8347, 2.7692], [3.4577, 4.7885, 2.3104], [3.0273, 5.5583, 2.6823], [3.1987, 4.7904, 1.3889], [0.4316, 1.5800, 3.8093], [0.5444, 0.6765, 3.5141], [1.2326, 2.0248, 3.5324], [4.8101, 1.0953, -3.2952], [5.0107, 1.8811, -3.8036], [3.9518, 0.8159, -3.6139]], "forces_ev_per_angstrom": [[-0.788, 0.020, 0.385], [-1.406, 0.411, 0.682], [0.736, 0.055, 0.119], [1.749, 0.202, 1.894], [-1.046, -1.299, -3.042], [-0.237, -0.092, 0.060], [-0.039, 0.115, 0.034], [0.236, 0.043, -0.305], [-0.250, -0.381, -0.842], [-1.375, -2.517, 2.129], [2.182, 1.989, -1.169], [-0.620, -0.653, 0.329], [-2.907, -0.786, -2.564], [-0.167, 1.655, -0.600], [1.144, 0.173, 1.871], [-0.311, 0.339, -1.192], [1.951, -0.286, 1.143], [-0.281, 0.562, -1.158], [0.003, 0.017, 0.234], [0.138, 0.074, 0.297], [-0.360, -0.705, 0.509], [0.804, 0.110, 0.806], [0.787, 1.277, -0.915], [0.609, 1.235, -1.888], [0.794, 1.070, 1.100], [-2.318, -3.078, -0.512], [-0.078, -0.962, 0.956], [-0.300, -0.064, 2.010], [-1.160, -1.986, -0.477], [2.136, 2.520, 0.207], [0.775, 1.354, -1.832], [-1.454, -1.814, 1.846], [0.304, 0.185, -0.608], [0.017, 0.002, 0.118], [-0.442, -0.231, -0.426], [0.329, 0.391, 0.467], [-1.793, 0.259, -1.015], [1.771, 2.748, 1.796], [-0.090, 0.399, -0.734], [-0.934, -0.153, -0.096], [-0.111, 0.770, 0.303], [-0.907, -3.904, -0.998], [-0.431, -0.417, -0.815], [2.104, 1.067, 1.656], [0.899, 2.915, 0.728], [-1.434, -4.155, -1.126], [-0.272, -0.071, -0.265], [0.205, 0.046, 0.018], [-0.674, -0.094, -0.286], [2.005, 1.191, 0.963], [0.061, -0.027, 0.554], [0.343, -0.367, -0.546], [0.076, 0.509, 0.076], [0.265, -0.105, -0.071], [-0.106, 0.181, 0.239], [-0.061, 0.042, -0.262], [-1.303, 0.008, 0.246], [0.163, -0.051, 0.041], [0.788, 0.175, -0.016], [0.453, -0.080, -0.229], [0.265, 0.290, -0.094], [-0.437, -0.125, 0.262]], "lowdin_spin": [0.00, 0.00, 0.00, 0.00, 0.00, 0.00, 0.00, 0.00, 0.00, 0.00, 0.00, 0.00, 0.00, 0.00, 0.00, 0.00, 0.02, 0.00, 0.00, 0.00, 0.00, 0.00, 0.00, 0.00, 0.00, 0.00, 0.00, 0.00, 0.00, 0.00, 0.00, 0.00, 0.00, 0.00, 0.00, 0.00, 0.38, 0.13, 0.01, -0.02, 0.09, 0.03, 0.02, 0.08, 0.04, 0.21, 0.01, 0.00, 0.00, 0.00, 0.00, 0.00, 0.00, 0.00, 0.00, 0.00, 0.00, 0.00, 0.00, 0.00, 0.00, 0.00], "total_charge": 1, "spin_multiplicity": 2, "lumo_energy_ha": [-0.2346, -0.3152], "orbital_gap_ev": [5.2, 3.0], "homo_ev": [-11.57, -11.57]}